No. 1
Molecular formula: C4H11O3
Method: DFT, ωB97M-V/def2-TZVPD

Output
Total charge   -1
Energy   -10463.800 eV
HOMO-LUMO gap   6.58 eV
2S+1   1

Atoms and positions in Å:
C: -2.537 -2.202 -0.489
O: -2.164 -3.125 0.466
C: -1.257 -1.313 -0.857
C: -0.614 -0.523 0.165
C: 0.460 0.422 -0.370
O: 2.511 2.080 2.148
H: -2.761 -2.581 -1.534
H: -3.409 -1.509 -0.284
H: -1.099 -1.353 -1.946
H: -0.374 -1.707 -0.016
H: -1.124 -0.360 1.119
H: 1.358 -0.185 -0.785
H: -0.134 1.237 -0.964
H: 0.759 1.065 0.479
H: 3.158 2.506 2.715
H: 1.999 2.973 -0.484
H: 2.602 2.287 0.952
O: 2.626 2.288 -0.315

=====

No. 2
Molecular formula: C4H11O4
Method: DFT, ωB97M-V/def2-TZVPD

Output
Total charge   -1
Energy   -12514.724 eV
HOMO-LUMO gap   7.19 eV
2S+1   1

Atoms and positions in Å:
C: 0.427 -1.197 1.440
O: -0.247 -2.059 2.162
C: -0.493 -0.320 0.546
C: 0.487 0.456 -0.422
C: -0.654 0.974 -1.454
O: -0.593 2.137 -1.747
H: 1.116 -0.728 2.124
H: 1.008 -1.719 0.733
H: -1.341 -0.715 -0.023
H: -0.757 0.393 1.329
H: 1.246 -0.267 -0.806
H: 0.981 1.254 0.131
H: -1.510 0.462 -1.732
H: -2.616 -1.214 1.103
H: -1.410 -2.303 1.736
O: -2.563 -2.174 1.283
H: 2.647 1.632 -2.050
H: 1.691 2.825 -2.305
O: 2.582 2.563 -2.048

=====

Question: What is the formula in the second record?
Answer: C4H11O4